(1)
Computed, not measured: a structure of composition C19H24CrN4OS2, with ωB97M-V/def2-TZVPD.

Properties
* HOMO-LUMO gap (alpha / beta): 5.26 / 5.81 eV
* total charge: -2
* 2S+1: 5
* LUMO level (alpha / beta): 4.78 / 4.78 eV

Geometry as XYZ:
```
51
C19H24CrN4OS2 ωB97M-V/def2-TZVPD
Cr 1.100 -0.370 0.135
N 4.439 -0.792 2.404
C 3.149 -0.716 1.942
O 2.877 0.059 1.031
C 2.077 -1.532 2.601
C 0.729 -0.921 2.174
H 5.106 -0.412 1.744
H 4.700 -1.715 2.718
H 2.288 -1.570 3.682
H 2.150 -2.553 2.216
H 0.565 -0.013 2.776
H -0.081 -1.608 2.445
S 2.140 0.495 -2.015
C 3.712 -0.240 -1.796
C 4.826 0.565 -2.133
N 5.729 1.237 -2.396
C 3.913 -1.499 -1.276
S 2.627 -2.545 -0.746
C 5.227 -1.969 -1.049
N 6.288 -2.382 -0.838
C -4.971 2.401 0.262
C -3.471 2.256 0.144
C -2.651 3.363 0.321
C -1.269 3.196 0.189
C -0.332 4.368 0.357
C -0.750 1.957 -0.107
C -1.540 0.768 -0.262
C -2.942 1.004 -0.140
N -0.887 -0.397 -0.457
C -1.489 -1.623 -0.997
C -3.017 -1.668 -1.174
C -0.878 -1.875 -2.390
C -1.134 -2.805 -0.079
H -5.243 3.426 0.524
H -5.374 1.733 1.029
H -5.465 2.150 -0.681
H -3.077 4.336 0.548
H -0.882 5.311 0.399
H 0.380 4.413 -0.469
H 0.245 4.266 1.279
H 0.322 1.883 -0.270
H -3.657 0.201 -0.220
H -3.368 -0.896 -1.859
H -3.536 -1.582 -0.217
H -3.275 -2.640 -1.604
H -1.161 -1.069 -3.072
H -1.217 -2.834 -2.802
H 0.208 -1.887 -2.315
H -1.546 -2.642 0.920
H -0.053 -2.897 0.006
H -1.536 -3.739 -0.483
```



(2)
Computed, not measured: a structure of composition C48H49Cl2N10O2PV, with ωB97M-V/def2-TZVPD.

Properties
* HOMO-LUMO gap (alpha / beta): 6.56 / 7.62 eV
* 2S+1: 4
* LUMO level (alpha / beta): 0.22 / 0.20 eV

Geometry as XYZ:
```
113
C48H49Cl2N10O2PV ωB97M-V/def2-TZVPD
V 0.821 0.837 0.025
Cl -3.231 5.107 2.861
C -1.796 4.449 2.140
C -1.574 3.077 2.239
C -0.459 2.520 1.651
N -0.111 1.129 1.844
C 0.651 1.000 2.965
O 1.169 1.936 3.568
C 0.779 -0.377 3.588
C 1.806 -0.586 4.508
C 1.828 -1.774 5.212
C 0.825 -2.709 4.983
C -0.145 -2.413 4.040
N -0.175 -1.274 3.352
C 0.456 3.350 0.966
C 0.265 4.719 0.910
C -0.876 5.261 1.496
Cl -1.113 6.977 1.393
N 1.480 2.618 0.357
C 2.734 2.969 0.059
O 3.300 4.048 0.179
C 3.430 1.765 -0.563
C 4.771 1.782 -0.892
C 5.311 0.697 -1.563
C 4.478 -0.361 -1.903
C 3.152 -0.322 -1.516
N 2.636 0.701 -0.824
H -2.257 2.456 2.803
H 2.536 0.193 4.664
H 2.606 -1.966 5.940
H 0.795 -3.647 5.520
H -0.942 -3.117 3.828
H 0.997 5.357 0.437
H 5.349 2.657 -0.628
H 6.360 0.677 -1.825
H 4.848 -1.209 -2.464
H 2.457 -1.115 -1.772
C -1.593 -2.595 -5.323
N -0.276 -2.008 -5.111
C 0.739 -2.502 -6.034
C 2.019 -2.621 -5.193
N 1.582 -2.359 -3.842
C 2.102 -3.144 -2.746
C 0.260 -1.930 -3.810
N -0.236 -1.477 -2.734
C -1.537 -0.854 -2.650
C -1.443 0.220 -1.569
N -0.192 0.993 -1.725
C 0.045 1.575 -2.843
N -0.829 1.720 -3.901
C -2.193 2.184 -3.714
C -0.092 2.100 -5.100
C 1.355 1.883 -4.639
N 1.317 2.102 -3.191
C 1.385 3.541 -2.874
H -1.498 -3.658 -5.578
H -2.116 -2.095 -6.140
H -2.203 -2.525 -4.433
H 0.874 -1.825 -6.879
H 0.432 -3.474 -6.435
H 2.764 -1.887 -5.512
H 2.474 -3.612 -5.274
H 3.164 -2.943 -2.591
H 1.980 -4.219 -2.932
H 1.560 -2.886 -1.839
H -2.313 -1.565 -2.338
H -1.843 -0.407 -3.600
H -1.399 -0.282 -0.597
H -2.329 0.858 -1.550
H -2.268 2.830 -2.837
H -2.910 1.368 -3.609
H -2.476 2.762 -4.593
H -0.303 3.137 -5.377
H -0.351 1.454 -5.940
H 2.065 2.558 -5.110
H 1.661 0.852 -4.827
H 0.778 4.148 -3.557
H 2.422 3.868 -2.935
H 1.036 3.710 -1.861
C -2.740 -7.957 -0.587
C -2.064 -7.426 -1.673
C -1.618 -6.111 -1.634
C -1.836 -5.315 -0.515
C -2.530 -5.860 0.567
C -2.973 -7.170 0.536
P -1.234 -3.586 -0.575
C 0.148 -3.569 0.628
C 1.005 -2.493 0.611
C 2.173 -2.471 1.354
C 2.512 -3.559 2.150
C 1.655 -4.653 2.190
C 0.488 -4.654 1.432
C -2.563 -2.683 0.295
C -3.890 -2.899 -0.080
C -4.900 -2.097 0.426
C -4.600 -1.055 1.298
C -3.283 -0.825 1.661
C -2.269 -1.630 1.160
H -3.094 -8.979 -0.614
H -1.894 -8.029 -2.554
H -1.094 -5.691 -2.484
H -2.736 -5.243 1.434
H -3.506 -7.580 1.383
H 0.779 -1.628 0.008
H 2.818 -1.598 1.315
H 3.424 -3.550 2.731
H 1.889 -5.506 2.812
H -0.150 -5.529 1.456
H -4.138 -3.700 -0.765
H -5.926 -2.284 0.135
H -5.391 -0.428 1.688
H -3.032 -0.018 2.337
H -1.245 -1.433 1.475
```



(3)
Computed, not measured: a cluster of 13 separate species, C44H88O34S13 in total, with ωB97M-V/def2-TZVPD.

Properties
* HOMO-LUMO gap (alpha / beta): 8.95 / 2.09 eV
* total charge: +1
* 2S+1: 2
* LUMO level (alpha / beta): -2.72 / -9.57 eV

Geometry as XYZ:
```
179
C44H88O34S13 ωB97M-V/def2-TZVPD
C 17.351 -24.069 8.603
C 17.731 -23.904 10.120
C 17.977 -22.384 10.413
S 17.027 -21.414 9.092
O 17.789 -20.225 8.871
O 15.575 -21.541 9.351
C 17.410 -22.677 7.867
H 16.327 -24.428 8.502
H 17.968 -24.788 8.064
H 18.558 -24.611 10.182
H 16.883 -24.255 10.708
H 19.011 -22.202 10.119
H 17.754 -21.882 11.355
H 18.439 -22.464 7.578
H 16.643 -22.557 7.102
C 13.657 -25.061 11.005
C 13.398 -23.886 10.006
C 11.957 -24.149 9.544
S 11.787 -25.980 9.256
O 12.414 -26.421 7.999
O 10.452 -26.422 9.606
C 12.969 -26.380 10.557
H 13.378 -24.732 12.006
H 14.739 -25.119 10.891
H 14.218 -23.964 9.291
H 13.487 -22.947 10.551
H 11.609 -23.535 8.714
H 11.320 -23.910 10.396
H 13.672 -27.117 10.168
H 12.509 -26.879 11.410
C 12.609 -19.996 11.113
C 13.029 -19.412 9.763
C 13.863 -18.143 9.952
S 14.577 -18.277 11.629
O 13.908 -17.290 12.562
O 16.041 -18.330 11.661
C 13.856 -19.925 11.969
H 12.132 -20.962 10.950
H 11.749 -19.443 11.493
H 12.201 -19.286 9.065
H 13.706 -20.199 9.431
H 13.337 -17.188 9.933
H 14.779 -18.054 9.367
H 13.930 -20.196 13.022
H 14.525 -20.621 11.464
C 8.983 -19.722 14.028
C 10.437 -19.027 14.064
C 10.641 -18.782 15.587
S 9.032 -18.646 16.532
O 8.899 -17.295 17.049
O 8.994 -19.715 17.442
C 8.028 -19.091 15.033
H 9.109 -20.766 14.318
H 8.663 -19.902 13.002
H 10.486 -18.085 13.517
H 11.219 -19.631 13.604
H 11.151 -17.847 15.819
H 11.302 -19.455 16.134
H 7.581 -18.194 14.605
H 7.174 -19.643 15.427
C 10.431 -14.666 14.232
C 9.320 -14.901 13.159
C 9.665 -14.089 11.908
S 11.551 -14.041 11.890
O 11.877 -12.593 11.922
O 12.118 -14.928 10.874
C 11.770 -14.700 13.531
H 10.417 -15.418 15.021
H 10.349 -13.756 14.827
H 8.339 -14.586 13.513
H 9.188 -15.967 12.978
H 9.467 -13.022 12.014
H 9.366 -14.329 10.888
H 12.618 -14.132 13.912
H 12.087 -15.724 13.334
C 15.284 -17.545 15.485
C 15.859 -19.015 15.645
C 15.016 -19.846 16.564
S 14.404 -18.611 17.830
O 15.155 -18.742 19.059
O 12.977 -18.580 17.842
C 15.056 -17.100 16.924
H 14.308 -17.458 15.009
H 15.901 -16.822 14.950
H 16.834 -18.995 16.133
H 15.940 -19.491 14.668
H 15.500 -20.674 17.082
H 14.145 -20.308 16.100
H 16.018 -16.849 17.371
H 14.352 -16.285 17.096
C 17.027 -15.479 9.052
C 17.765 -15.903 10.257
C 18.985 -14.927 10.376
S 19.455 -14.538 8.615
O 20.699 -15.282 8.308
O 19.468 -13.071 8.475
C 17.987 -15.388 7.824
H 16.563 -14.500 9.173
H 16.077 -16.013 9.029
H 18.109 -16.934 10.180
H 17.167 -15.902 11.168
H 19.834 -15.406 10.864
H 18.743 -14.007 10.909
H 18.323 -16.378 7.517
H 17.642 -14.910 6.907
C 13.218 -15.664 6.789
C 13.442 -14.324 7.486
C 12.442 -13.347 6.810
S 10.869 -14.303 6.416
O 10.575 -14.145 5.008
O 9.864 -14.063 7.497
C 11.680 -15.886 6.790
H 13.730 -16.502 7.262
H 13.543 -15.531 5.757
H 14.461 -14.002 7.698
H 13.106 -14.467 8.513
H 12.731 -13.073 5.796
H 12.299 -12.369 7.270
H 11.360 -16.745 6.200
H 11.323 -16.162 7.782
C 13.819 -21.862 6.727
C 12.971 -22.603 5.675
C 12.137 -21.591 4.894
S 13.092 -19.955 4.999
O 12.402 -18.997 5.897
O 13.702 -19.514 3.718
C 14.469 -20.736 5.977
H 14.490 -22.605 7.156
H 13.117 -21.475 7.467
H 12.380 -23.319 6.247
H 13.570 -23.162 4.957
H 11.334 -21.328 5.583
H 11.788 -21.901 3.910
H 14.897 -19.921 6.561
H 15.197 -21.135 5.271
C 18.132 -24.506 14.013
C 16.839 -25.408 13.819
O 15.835 -24.459 13.458
S 15.848 -23.290 14.579
O 15.442 -23.736 15.929
O 15.268 -22.051 14.031
O 17.476 -23.278 14.479
H 18.651 -24.365 13.065
H 18.797 -24.834 14.811
H 16.582 -26.175 14.550
H 17.015 -25.964 12.898
C 10.244 -22.879 16.593
C 9.340 -23.411 15.442
O 10.008 -22.878 14.335
S 11.659 -22.953 14.459
O 12.170 -21.710 13.948
O 12.181 -24.217 13.968
O 11.610 -22.969 16.153
H 10.038 -23.229 17.605
H 9.953 -21.841 16.753
H 8.401 -22.864 15.357
H 9.254 -24.498 15.445
C 18.849 -18.585 12.624
C 18.662 -19.651 13.734
O 19.601 -20.623 13.279
S 21.061 -20.017 12.829
O 21.626 -20.892 11.766
O 21.862 -19.653 14.031
O 20.255 -18.695 12.144
H 18.659 -17.543 12.882
H 18.328 -18.933 11.732
H 17.757 -20.259 13.737
H 18.722 -19.189 14.720
C 9.430 -18.256 9.043
C 9.363 -19.433 8.013
O 8.496 -20.369 8.478
S 8.602 -20.539 10.098
O 9.781 -21.357 10.476
O 7.276 -20.817 10.683
O 8.982 -18.953 10.231
H 8.855 -17.362 8.804
H 10.450 -17.902 9.191
H 10.365 -19.856 7.943
H 9.073 -19.038 7.039
```



(4)
Computed, not measured: an isolated molecule of C2H6N4O, with ωB97M-V/def2-TZVPD.

Properties
* HOMO-LUMO gap: 9.50 eV
* SMILES string: NN/C=N/C=N/O
* LUMO level: 0.86 eV

Geometry as XYZ:
```
13
C2H6N4O ωB97M-V/def2-TZVPD
N 3.017 -0.442 0.063
N 1.923 0.351 -0.295
C 0.581 0.080 -0.033
N -0.256 1.048 -0.046
C -1.620 0.742 0.033
N -2.202 -0.354 -0.254
O -3.566 -0.291 0.046
H 2.897 -1.262 -0.525
H 2.888 -0.681 1.004
H 2.114 1.385 -0.290
H 0.319 -1.014 0.224
H -2.184 1.610 0.372
H -3.912 -1.172 -0.299
```



(5)
Computed, not measured: a cluster of 2 separate species, C2H4N in total, with ωB97M-V/def2-TZVPD.

Properties
* HOMO-LUMO gap (alpha / beta): 4.30 / 9.79 eV
* total charge: +1
* LUMO level (alpha / beta): -9.70 / -7.83 eV

Geometry as XYZ:
```
7
C2H4N ωB97M-V/def2-TZVPD
C 1.684 0.538 -0.719
C -2.306 -0.219 0.814
N 0.701 0.360 -0.082
H 2.190 1.327 -1.295
H 2.319 -0.280 -0.749
H -3.080 -0.994 0.653
H -1.507 -0.732 1.378
```



(6)
Computed, not measured: an isolated molecule of C4H10NO2, with ωB97M-V/def2-TZVPD.

Properties
* HOMO-LUMO gap (alpha / beta): 4.14 / 11.52 eV
* 2S+1: 2
* LUMO level (alpha / beta): 0.55 / 0.44 eV

Geometry as XYZ:
```
17
C4H10NO2 ωB97M-V/def2-TZVPD
C 0.374 -1.631 0.759
C -0.319 -0.172 0.511
C -0.034 0.390 -0.908
C 1.451 1.011 -0.730
O 1.477 2.343 -0.963
O 2.344 0.429 -0.192
N -1.779 -0.212 0.627
H 1.330 -1.401 1.214
H 0.468 -1.898 -0.298
H -0.236 -2.163 1.572
H 0.033 0.646 1.271
H -0.725 1.225 -1.418
H 0.038 -0.425 -1.582
H 2.291 2.590 -1.318
H -2.426 0.586 0.748
H -2.200 -0.980 1.040
H -2.087 -0.341 -0.335
```